# 1
13
Properties=species:S:1:pos:R:3:forces:R:3:nbo_charge:R:1 method="wB97M-V/def2-TZVPD" max_force_ev_per_a=4.24 relative_energy_ev=3.245 homo_lumo_gap_ev=10.905 total_charge=0 smiles="CN(C(N)=O)[N+](=O)[O-]"
C 0.586922 1.291382 0.413551 -1.47 2.19 0.61 -0.43
N 0.023990 0.191272 -0.269227 0.25 -0.48 -1.52 -0.35
C -0.660030 -0.804418 0.424266 -1.91 -1.15 0.10 0.77
N 0.123029 -1.620080 1.172172 0.97 0.72 -0.26 -0.81
O -1.847191 -0.907102 0.324333 -0.78 -0.16 0.13 -0.54
N -0.303343 0.313313 -1.617805 0.86 4.12 0.53 0.66
O -0.768203 -0.598643 -2.196843 -0.44 -1.49 -0.67 -0.33
O -0.042145 1.454213 -2.081555 -0.35 -1.98 0.51 -0.44
H 1.333375 1.692766 -0.242767 1.06 0.14 0.42 0.24
H -0.144148 2.191140 0.549967 0.86 -1.68 -0.09 0.21
H 0.836326 0.875290 1.398214 0.59 0.65 -0.30 0.22
H 1.058586 -1.521447 0.833600 0.71 -0.55 0.29 0.39
H -0.197168 -2.557686 1.292094 -0.35 -0.32 0.27 0.41

# 2
21
Properties=species:S:1:pos:R:3:forces:R:3:nbo_charge:R:1 method="wB97M-V/def2-TZVPD" max_force_ev_per_a=3.97 relative_energy_ev=1.125 homo_lumo_gap_ev=9.313 total_charge=0 smiles=CSC.O.O.O.O
C -1.515755 -2.953528 0.913065 0.81 1.34 0.06 -0.72
S -0.876394 -1.771541 -0.360703 -0.64 -0.16 0.55 0.19
C -1.209657 -2.765740 -1.769868 -0.51 -3.31 -2.13 -0.82
H -1.676579 -2.367030 1.825333 -0.31 -0.03 -0.30 0.23
H -0.723496 -3.644538 1.185296 -0.23 -0.49 -0.38 0.22
H -2.438852 -3.369169 0.531859 -0.01 -0.32 0.20 0.22
H -0.810504 -3.814049 -1.697545 0.25 0.88 0.56 0.22
H -2.223026 -3.072519 -2.137413 -0.13 1.09 1.22 0.22
H -0.807645 -2.496997 -2.739639 0.71 1.05 0.23 0.25
O 1.558017 3.115489 2.731453 0.25 0.90 0.12 -0.96
H 2.266548 2.468942 2.741956 -0.29 -0.44 -0.05 0.49
H 0.715629 2.697126 2.549384 0.09 -0.60 0.02 0.49
O 0.771823 3.392494 0.110919 -0.16 -0.26 -0.30 -0.99
H 0.335587 4.181699 -0.228510 0.30 -0.02 0.22 0.48
H 1.294788 3.612053 0.897966 -0.20 0.27 -0.03 0.50
O 1.806131 0.340987 0.458733 0.05 0.11 0.23 -0.96
H 1.986238 1.186835 0.036174 -0.07 0.05 -0.12 0.48
H 1.086181 -0.034601 -0.060358 0.07 -0.12 -0.10 0.48
O -0.067555 1.199351 -1.895472 -1.22 0.03 0.32 -0.94
H -0.315362 1.487935 -1.002664 0.68 0.23 0.06 0.48
H -0.971474 1.079649 -2.236377 0.55 -0.19 -0.39 0.46

# 3
12
Properties=species:S:1:pos:R:3:forces:R:3:nbo_charge:R:1 method="wB97M-V/def2-TZVPD" max_force_ev_per_a=1.44 relative_energy_ev=0.850 homo_lumo_gap_ev=4.984 total_charge=-1
C 0.767865 -0.848851 1.426744 0.61 -0.19 1.29 -0.71
S 2.020550 0.188383 2.273649 0.15 -0.32 -0.27 -0.09
H 1.128514 -1.335350 0.529345 -0.11 0.60 -0.38 0.22
H -0.086913 -0.197013 1.385499 -0.37 -0.36 -0.69 0.23
H 0.560888 -1.679460 2.101454 -0.13 0.15 0.26 0.21
C -0.974137 0.144358 -1.009589 0.94 -0.78 -0.73 -0.78
S -2.009781 0.272609 -2.484219 0.06 0.57 -0.22 -0.05
S -1.378700 2.092799 -3.320270 -0.15 -0.31 0.11 -0.77
H -0.195424 0.906070 -1.035649 -0.56 0.63 0.29 0.23
H -1.544494 0.061278 -0.094080 -0.09 0.36 0.24 0.19
H -0.334103 -0.740366 -1.100282 -0.40 -0.41 0.06 0.18
H 2.045738 1.135545 1.327398 0.04 0.05 0.04 0.13

# 4
64
Properties=species:S:1:pos:R:3:forces:R:3:lowdin_spin:R:1 method="wB97M-V/def2-TZVPD" s_squared=0.8066 max_force_ev_per_a=2.41 relative_energy_ev=0.801 homo_lumo_gap_ev="6.165 / 7.939" total_charge=+2 spin_multiplicity=2
Ti -0.401238 -0.011046 0.166946 1.47 -0.86 -1.71 0.41
C 5.130394 -1.449517 -0.627052 -0.08 -0.08 0.03 0.00
C 4.171423 -2.593398 -0.271605 0.12 0.01 -0.17 0.00
C 4.004906 -3.569114 -1.442149 0.05 0.05 0.18 0.00
C 2.856111 -2.114565 0.304398 -0.14 -0.02 0.06 0.00
C 2.804849 -1.005809 1.162828 0.08 -0.07 0.05 0.01
C 1.664553 -0.691803 1.886678 0.13 -0.40 0.11 0.00
C 0.503179 -1.487637 1.778183 0.43 -0.61 0.31 0.00
C -0.512850 -1.531790 2.896416 -0.01 0.05 -0.01 0.00
C 0.498016 -2.476218 0.775903 0.14 -0.17 0.45 0.00
C 1.658429 -2.789410 0.072251 0.07 -0.04 -0.03 0.01
H 6.023789 -1.868979 -1.085316 0.03 0.05 -0.01 0.00
H 5.455248 -0.890221 0.248869 0.00 0.03 -0.03 0.00
H 4.687775 -0.747253 -1.338526 0.00 0.00 -0.01 0.00
H 4.644981 -3.155055 0.542769 -0.01 0.02 0.01 0.00
H 3.336611 -3.175459 -2.209635 -0.02 0.01 -0.05 0.00
H 3.623981 -4.533931 -1.107824 -0.06 0.00 -0.06 0.00
H 4.973633 -3.749973 -1.903794 0.00 -0.03 0.00 0.00
H 3.702864 -0.429560 1.342952 -0.03 0.04 -0.01 0.00
H 1.727645 0.068128 2.655606 -0.12 0.11 -0.08 0.00
H -0.684383 -0.555114 3.345215 -0.03 -0.01 0.01 0.00
H -0.105473 -2.174749 3.679169 0.01 0.00 0.00 0.00
H -1.456644 -1.975487 2.583269 -0.01 0.02 -0.01 0.00
H -0.361055 -3.134540 0.697263 -0.07 0.09 -0.10 0.00
H 1.634345 -3.627368 -0.611210 -0.01 0.02 -0.03 0.00
C -2.001318 3.245530 -2.261295 0.12 0.14 0.04 0.00
C -1.748219 1.809330 -1.942822 -0.11 0.05 -0.13 0.00
O -1.086149 1.507819 -0.913026 -0.42 0.40 -0.40 0.01
N -2.218494 0.885164 -2.769311 -0.06 -0.06 0.10 0.00
C -1.968753 -0.559243 -2.659587 0.25 0.00 0.07 0.00
C -0.482494 -0.808230 -2.798300 -0.11 0.03 -0.17 0.00
C 0.029514 -1.209587 -4.019146 0.01 -0.04 0.06 0.00
C 1.402271 -1.233689 -4.218153 -0.07 0.04 0.09 0.00
C 2.222234 -0.774087 -3.200172 0.05 -0.02 -0.09 0.00
C 1.648723 -0.404162 -2.002119 -0.09 0.08 -0.07 0.00
N 0.324882 -0.473753 -1.765373 0.67 -0.15 -0.97 0.00
H -3.066232 3.450858 -2.371462 -0.02 -0.06 0.00 0.00
H -1.508370 3.512893 -3.197942 -0.02 -0.05 -0.02 0.00
H -1.586341 3.864692 -1.471053 -0.04 -0.02 0.03 0.00
H -2.757111 1.200141 -3.562547 0.02 0.07 -0.02 0.00
H -2.491996 -1.038421 -3.481316 -0.03 -0.01 0.01 0.00
H -2.378423 -0.955572 -1.735402 -0.08 0.02 0.01 0.00
H -0.647882 -1.481584 -4.817097 0.00 -0.02 0.01 0.00
H 1.811644 -1.565178 -5.162898 0.03 0.03 0.00 0.00
H 3.291786 -0.703496 -3.336379 0.01 0.03 0.05 0.00
H 2.253729 -0.003782 -1.201154 0.10 -0.12 0.04 0.00
O -5.938743 2.708947 3.948941 0.13 0.10 0.07 0.00
N -4.902718 3.329594 4.021069 -0.03 0.09 -0.12 0.00
O -4.689903 4.334612 4.658054 -0.08 -0.13 -0.06 0.00
C -3.758850 2.800864 3.234450 0.13 -0.12 -0.06 -0.01
C -3.913090 1.612713 2.573950 -0.25 -0.15 -0.06 0.04
C -2.828048 1.066168 1.880431 0.58 0.77 0.36 -0.02
C -1.567714 1.715916 1.919944 -0.64 0.46 0.35 0.04
O -0.472338 1.107058 1.478826 -0.11 1.70 1.45 -0.03
C -1.510312 2.998851 2.508613 0.14 -0.74 -0.05 -0.01
C -2.575750 3.530166 3.191436 0.04 0.15 -0.02 0.04
N -0.260403 3.778947 2.392635 -0.21 0.66 -0.29 0.00
O -0.000713 4.533934 3.295347 0.05 -0.27 0.09 0.00
O 0.345153 3.688337 1.337706 -0.06 -0.30 0.22 0.00
N -3.045875 -0.099454 1.141240 -0.39 -0.61 -0.32 0.20
O -4.122313 -0.667701 1.046686 0.25 0.10 0.08 0.39
O -2.008692 -0.635044 0.458056 -1.74 -0.19 0.72 -0.07
H -4.866864 1.102636 2.585769 0.00 0.00 0.02 0.00
H -2.506915 4.497684 3.671795 0.04 -0.03 0.05 0.00

# 5
9
Properties=species:S:1:pos:R:3:forces:R:3:nbo_charge:R:1 method="wB97M-V/def2-TZVPD" max_force_ev_per_a=4.04 relative_energy_ev=5.996 homo_lumo_gap_ev="8.799 / 8.124" total_charge=0
C -1.403666 -0.245408 -0.272679 2.25 -2.26 -0.30 -0.09
C -0.503053 0.450549 0.408090 0.32 -0.24 0.59 0.34
C 2.508355 -0.336074 0.080048 -0.03 -0.42 1.19 0.82
O 2.945541 -0.264805 -0.988778 0.18 -0.06 0.03 -0.49
O -2.652750 0.041593 -0.761547 0.96 3.31 2.11 -0.64
F -0.396503 1.508154 1.209395 -0.59 -0.32 -0.86 -0.31
F 3.093995 -0.883325 1.207477 -0.50 0.54 -1.19 -0.33
H -0.918958 -1.270851 -0.530625 -1.41 1.82 0.03 0.22
H -2.672964 1.000164 -0.351385 -1.19 -2.37 -1.59 0.48

# 6
18
Properties=species:S:1:pos:R:3:forces:R:3:nbo_charge:R:1 method="wB97M-V/def2-TZVPD" max_force_ev_per_a=5.28 relative_energy_ev=10.705 homo_lumo_gap_ev=3.842 total_charge=0
O -0.331717 -2.175094 -0.027981 -0.41 3.38 1.95 -0.47
C -0.534037 -0.840680 0.497814 -0.86 -4.32 0.05 -0.08
C 0.544812 0.225924 0.225767 3.77 -0.08 0.62 -0.24
N 1.872755 -0.364549 0.765473 -3.87 -0.30 -3.58 -0.67
H -1.327897 -0.449816 -0.107643 -1.06 0.93 -0.64 0.30
H 0.165871 1.062485 0.828054 0.61 -0.07 -0.46 0.28
H -0.832978 -0.848310 1.560113 0.66 -0.18 -0.39 0.23
H 2.209799 -0.965688 -0.025826 -0.34 0.35 0.95 0.40
H 2.541139 0.318745 0.937109 1.24 1.66 1.07 0.38
H 0.581480 0.430259 -0.898759 -0.20 -0.38 1.34 0.29
H -2.415987 1.886795 1.811951 -0.63 0.35 0.29 0.46
O -1.852391 1.530642 1.136100 1.03 -0.37 -0.69 -0.96
H 0.473912 -2.026814 -0.728261 0.72 -0.37 -2.06 0.45
H 2.005440 -2.717357 -1.367545 0.02 -0.13 -0.20 0.45
O 1.474981 -1.945779 -1.611036 -0.45 0.01 1.37 -0.83
H -1.558200 2.856487 -1.621190 0.14 0.00 -0.05 0.46
H -1.622822 2.047608 -0.105469 -0.10 -0.73 -1.91 0.51
O -1.394161 1.975140 -1.268671 -0.28 0.25 2.34 -0.96

# 7
7
Properties=species:S:1:pos:R:3:forces:R:3:nbo_charge:R:1 method="wB97M-V/def2-TZVPD" max_force_ev_per_a=2.98 relative_energy_ev=7.052 homo_lumo_gap_ev="6.698 / 6.698" total_charge=0
C 0.737227 0.962996 -1.352097 0.41 -0.30 1.51 0.36
N 0.474610 1.818171 -2.070095 -0.12 -0.09 -0.36 -0.23
N 0.550028 -0.525554 0.353256 -2.73 -0.53 1.07 0.55
N 1.271900 0.115635 -0.410374 -0.86 -0.02 -0.48 -0.22
O -1.795973 -0.133395 0.823229 1.69 -0.67 0.03 -0.74
O 0.634377 -1.405706 1.117097 1.12 0.66 -0.67 -0.15
H -1.872169 -0.832146 1.538984 0.50 0.94 -1.10 0.43

# 8
22
Properties=species:S:1:pos:R:3:forces:R:3:nbo_charge:R:1 method="wB97M-V/def2-TZVPD" max_force_ev_per_a=3.25 relative_energy_ev=0.232 homo_lumo_gap_ev=9.897 total_charge=0 smiles="CC1(C)C=C(Cl)C1(C)C"
C -1.328646 -0.839508 1.131162 -0.80 2.87 -1.30 -0.61
C -0.388116 -0.712158 -0.065106 1.54 -1.52 1.26 -0.04
C -1.130070 -1.109089 -1.282394 0.22 1.26 -2.86 -0.61
C 0.970458 -1.533800 0.027971 -1.31 0.80 0.96 -0.21
C 1.711365 -0.433864 -0.011193 -1.73 -0.17 -0.59 -0.05
Cl 3.346846 -0.137814 -0.100917 1.43 0.29 0.14 0.05
C 0.560044 0.553042 -0.041497 -0.59 -0.06 0.74 -0.07
C 0.476653 1.526636 -1.196787 1.13 -1.66 -0.48 -0.62
C 0.452376 1.365088 1.256584 0.65 0.71 0.25 -0.63
H -1.977760 0.105609 1.136044 0.73 -1.12 0.09 0.20
H -0.774569 -0.830521 2.013916 0.66 -0.21 1.68 0.21
H -2.049324 -1.611595 1.092488 -0.35 -1.26 -0.16 0.22
H -1.969336 -0.403389 -1.519841 0.22 -0.83 0.51 0.21
H -1.452124 -2.152268 -1.155808 -0.13 0.41 -0.40 0.22
H -0.478336 -0.984238 -2.223370 -0.79 -0.69 1.32 0.21
H 1.141924 -2.549704 0.330564 0.23 -0.42 -0.42 0.21
H -0.502944 2.015361 -1.170686 0.48 0.42 -0.09 0.22
H 0.548214 0.865297 -2.139307 0.22 1.66 1.07 0.21
H 1.390548 2.149137 -0.938753 -1.31 -0.05 -1.41 0.22
H -0.610858 1.498578 1.554345 0.89 0.86 -0.46 0.22
H 1.141186 2.252363 1.164206 -1.48 -0.10 -0.18 0.22
H 0.922473 0.966828 2.138387 0.09 -1.19 0.32 0.22